This record from the OMol25 dataset describes an isolated molecule of C15H18N4O4. The level of theory is wB97M-V/def2-TZVPD.

```
41
C15H18N4O4 wB97M-V/def2-TZVPD
O 4.888 -1.639 0.925
O -1.017 -1.485 -0.355
O 5.582 -0.323 -0.637
O -2.542 3.011 0.484
N -1.594 0.934 0.474
N 4.724 -0.758 0.107
N 1.725 1.010 -0.611
N 1.281 0.227 0.375
C -4.706 -1.656 -0.529
C -2.671 0.110 0.134
C 2.291 -0.512 0.766
C 3.017 0.802 -0.869
C 3.435 -0.193 0.008
C -0.190 2.828 0.929
C -3.385 -2.075 -0.598
C -2.359 -1.202 -0.275
C -1.582 2.282 0.616
C -3.996 0.515 0.194
C -0.590 -2.830 -0.416
C -0.820 -3.580 0.891
C 0.561 3.171 -0.361
C -5.010 -0.367 -0.138
C 0.843 1.953 -1.250
H -0.323 -3.061 1.707
H -0.092 1.439 -1.486
H 0.481 -2.759 -0.623
H -5.492 -2.350 -0.786
H -3.171 -3.083 -0.916
H -1.881 -3.642 1.119
H 3.567 1.327 -1.623
H 1.507 3.655 -0.109
H 0.376 2.110 1.522
H -0.037 3.876 -0.941
H -0.416 -4.585 0.813
H 1.315 2.277 -2.179
H -0.318 3.745 1.505
H -4.221 1.523 0.499
H -6.038 -0.043 -0.086
H -0.707 0.437 0.552
H 2.197 -1.231 1.553
H -1.067 -3.353 -1.254
```

SMILES string: CCOc1ccccc1NC(=O)CCCn1cc([N+](=O)[O-])cn1
M: 318.33 g/mol

---

This record from the OMol25 dataset describes an isolated molecule of C15H18N4O4. The level of theory is wB97M-V/def2-TZVPD.

```
41
C15H18N4O4 wB97M-V/def2-TZVPD
O 3.071 1.747 -0.582
O 2.943 -2.269 1.492
O 3.413 -1.363 -0.477
O -1.415 3.156 -0.034
N 1.176 0.431 -0.130
N 0.287 3.171 1.356
N -0.112 1.509 -2.230
N -1.488 -3.496 0.049
C -0.389 -3.178 0.691
C -2.430 -0.105 0.728
C 0.586 -1.019 1.874
C -0.434 -1.901 1.259
C 2.716 -1.470 0.494
C -3.986 -0.894 -1.075
C -2.320 -2.404 -0.110
C -1.823 -1.395 0.785
C -0.225 3.253 0.072
C -3.416 0.074 -0.282
C 1.123 2.219 -1.813
C 1.692 -0.489 0.979
C -3.508 -2.196 -0.911
C 0.771 3.540 -1.152
C 1.963 1.389 -0.845
H -0.868 2.087 -1.977
H -0.130 1.206 -3.150
H -4.904 -0.798 -1.748
H 1.451 4.230 -0.648
H 1.788 2.473 -2.616
H 2.298 0.195 1.594
H 0.240 0.279 -0.472
H 0.378 -4.014 0.638
H -3.855 -3.047 -1.435
H -0.461 2.941 2.047
H 3.835 -2.634 1.296
H 0.120 4.098 -1.805
H 1.149 3.464 1.720
H 0.169 -0.171 2.378
H -2.083 0.706 1.430
H -1.497 -4.460 -0.296
H 1.068 -1.672 2.596
H -3.758 1.104 -0.227
```

SMILES string: NC(=O)C[C@H](N)C(=O)N[C@@H](Cc1c[nH]c2ccccc12)C(=O)O
M: 318.33 g/mol

---

Calculated orbital gap, 7.84; 8.36 eV (same order as the records).
Calculated ΔE to the lowest compared entry with this formula, charge and spin, 117.2; 67.2 kcal/mol (same order as the records).